[1]
The molecule C4H7NOS2. Source: the Open Molecules 2025 dataset; level of theory: wB97M-V/def2-TZVPD.

Positions of all 15 atoms, in Å:
1 C -0.4847 1.2660 0.1333
2 C 0.2608 -1.0306 0.3129
3 C -1.0938 -1.0143 0.9694
4 C 0.9410 0.4631 -1.6979
5 N 0.2646 0.3236 -0.4120
6 O -0.1345 0.5450 2.7180
7 S -0.7083 2.7982 -0.3548
8 S -1.2142 0.5970 1.7260
9 H 0.9145 -0.8598 1.0847
10 H 0.5824 -1.7134 -0.4141
11 H -1.8263 -1.1023 0.1572
12 H -1.0937 -1.7591 1.7528
13 H 2.0620 0.4466 -1.5608
14 H 0.7709 -0.4695 -2.2830
15 H 0.7593 1.5094 -2.1317

Properties
Energy above the lowest of the compared OMol25 structures with the same formula, charge and spin   193.3 kJ/mol
Frontier orbital gap   8.865 eV
LUMO energy   0.37 eV
E_tot   -29467.787 eV

Atom charges from the Mulliken analysis, given in e for atoms 1 to 8: atom 1 (C): 0.344, atom 2 (C): -0.754, atom 3 (C): -0.641, atom 4 (C): -0.785, atom 5 (N): -0.008, atom 6 (O): -0.574, atom 7 (S): -0.387, atom 8 (S): 0.383

[2]
C4H7NS as an isolated structure. Source: the Open Molecules 2025 dataset; level of theory: wB97M-V/def2-TZVPD.

Positions of all 13 atoms, in Å:
1 C 0.1746 -0.5020 0.2014
2 C 1.4159 -1.2096 0.2395
3 C 1.1442 1.1738 0.3178
4 C -2.0350 0.1249 -0.5226
5 N -0.9419 -0.7981 -0.1940
6 S 2.4282 0.1574 -0.4324
7 H 1.6957 -1.4264 1.3198
8 H 1.4172 -2.2787 -0.0995
9 H 0.8698 2.0281 -0.3580
10 H 1.2088 1.5661 1.3304
11 H -2.1870 1.1362 -0.0776
12 H -3.0653 -0.2159 -0.0952
13 H -2.1253 0.2442 -1.6297

Properties
Energy above the lowest of the compared OMol25 structures with the same formula, charge and spin   311.8 kJ/mol
Frontier orbital gap   9.375 eV
LUMO energy   0.83 eV
E_tot   -16583.699 eV

Atom charges from the Mulliken analysis, given in e for atoms 1 to 8: atom 1 (C): 0.256, atom 2 (C): -0.470, atom 3 (C): -0.614, atom 4 (C): -0.736, atom 5 (N): -0.400, atom 6 (S): -0.145, atom 7 (H): 0.233, atom 8 (H): 0.373

[3]
The molecule C4H7NS. Source: the Open Molecules 2025 dataset; level of theory: wB97M-V/def2-TZVPD.

Positions of all 13 atoms, in Å:
1 C 0.5530 -1.2205 0.0354
2 C 0.2661 0.1289 0.3930
3 N 0.7916 0.2705 1.6076
4 C -0.3410 1.0719 -0.4205
5 C -1.1840 0.6686 -1.5964
6 S -2.4103 1.5674 -2.3220
7 H 1.7251 -1.4342 0.0814
8 H 0.1421 -1.8617 -0.7736
9 H 0.0696 -1.8071 0.9280
10 H 1.2789 -0.5095 1.9289
11 H 0.4506 1.1179 2.3149
12 H -0.4112 2.2460 -0.2308
13 H -0.9306 -0.2382 -1.9459

Properties
Energy above the lowest of the compared OMol25 structures with the same formula, charge and spin   260.6 kJ/mol
Frontier orbital gap   8.028 eV
LUMO energy   0.00 eV
SMILES   C/C(N)=C\C=S
E_tot   -16584.230 eV

Atom charges from the Mulliken analysis, given in e for atoms 1 to 8: atom 1 (C): -1.288, atom 2 (C): 0.952, atom 3 (N): -0.481, atom 4 (C): -0.386, atom 5 (C): -0.518, atom 6 (S): -0.260, atom 7 (H): 0.245, atom 8 (H): 0.348

[4]
The molecule C4H7NS. Source: the Open Molecules 2025 dataset; level of theory: wB97M-V/def2-TZVPD.

Positions of all 13 atoms, in Å:
1 C -1.5237 -0.2103 -0.4995
2 C -0.4067 -0.0776 0.5427
3 C 0.6098 0.9900 0.1543
4 C 1.6431 -0.1028 0.0904
5 S 3.2782 -0.1345 -0.1471
6 N 0.6762 -1.0086 0.2535
7 H -2.1385 0.7163 -0.3976
8 H -2.1953 -1.0603 -0.3115
9 H -1.1233 -0.2468 -1.5046
10 H -0.7783 -0.1164 1.6044
11 H 0.9242 1.7407 0.8348
12 H 0.3550 1.4922 -0.7908
13 H 0.6793 -1.9818 0.1710

Properties
Energy above the lowest of the compared OMol25 structures with the same formula, charge and spin   92.2 kJ/mol
Frontier orbital gap   9.026 eV
LUMO energy   0.78 eV
SMILES   C[C@@H]1CC(=S)N1
E_tot   -16585.976 eV

Atom charges from the Mulliken analysis, given in e for atoms 1 to 8: atom 1 (C): -1.322, atom 2 (C): 0.329, atom 3 (C): -0.692, atom 4 (C): 0.130, atom 5 (S): -0.361, atom 6 (N): -0.081, atom 7 (H): 0.309, atom 8 (H): 0.348

[5]
The molecule C4H7NS2. Source: the Open Molecules 2025 dataset; level of theory: wB97M-V/def2-TZVPD.

Positions of all 14 atoms, in Å:
1 C 0.5342 2.0479 -1.0501
2 C 0.2459 1.1495 -0.0873
3 C -0.0773 1.2964 1.3597
4 N 0.4377 -0.3208 -0.3512
5 S 1.9387 -1.0037 0.0101
6 C -0.7266 -1.0569 -0.2348
7 S -2.3114 -0.4895 -0.1057
8 H 1.1599 1.5840 -1.9435
9 H 0.5184 3.1768 -0.7633
10 H -0.8932 0.6566 1.7779
11 H 0.8197 0.8388 1.7813
12 H -0.2108 2.3774 1.8000
13 H 2.0928 -1.0731 1.4736
14 H -0.4452 -2.0454 -0.0636

Properties
Energy above the lowest of the compared OMol25 structures with the same formula, charge and spin   241.4 kJ/mol
Frontier orbital gap   8.567 eV
LUMO energy   -0.15 eV
SMILES   C=C(C)N(S)C=S
E_tot   -27419.343 eV

Atom charges from the Mulliken analysis, given in e for atoms 1 to 8: atom 1 (C): -0.797, atom 2 (C): 0.413, atom 3 (C): -0.834, atom 4 (N): -0.041, atom 5 (S): -0.138, atom 6 (C): -0.164, atom 7 (S): -0.225, atom 8 (H): 0.247

[6]
The molecule C4H7NS3. Source: the Open Molecules 2025 dataset; level of theory: wB97M-V/def2-TZVPD.

Positions of all 15 atoms, in Å:
1 S 0.6599 -2.4937 0.9379
2 C 1.2455 -0.9850 0.6396
3 S 2.8395 -0.5455 1.2349
4 C 0.5524 0.0054 -0.2410
5 N 0.2556 1.3143 0.2615
6 C -1.1682 0.9254 0.4757
7 C -0.9646 -0.2841 -0.5015
8 S -1.4995 -0.0164 -2.2473
9 H 3.1031 0.5944 0.5286
10 H 1.0362 0.0032 -1.2097
11 H 0.8163 1.5433 1.0669
12 H -1.8650 1.7199 0.1075
13 H -1.4089 0.5842 1.4968
14 H -1.2276 -1.2814 -0.2355
15 H -2.3748 -1.0839 -2.3144

Properties
Energy above the lowest of the compared OMol25 structures with the same formula, charge and spin   152.5 kJ/mol
Frontier orbital gap   8.401 eV
LUMO energy   -0.58 eV
SMILES   S=C(S)[C@@H]1NC[C@H]1S
E_tot   -38255.546 eV

Atom charges from the Mulliken analysis, given in e for atoms 1 to 8: atom 1 (S): -0.265, atom 2 (C): 0.204, atom 3 (S): -0.188, atom 4 (C): -0.442, atom 5 (N): -0.370, atom 6 (C): -0.466, atom 7 (C): -0.106, atom 8 (S): -0.264